Record 1
Formula: CF3I
Source: the OMol25 dataset
Level of theory: ωB97M-V with the def2-TZVPD basis set

Computed properties:
HOMO level (eV): -10.81
Net charge: 0
Energy above the lowest of the compared OMol25 structures with the same formula, charge and spin (kcal per mole): 23.1
Frontier orbital gap (hartree): 0.370
Calculated total energy (Ha): -635.3488
SMILES string: FC(F)(F)I

XYZ file:
```
5
Properties=species:S:1:pos:R:3:forces:R:3
I 2.0344 0.0513 0.0252 -0.49 -0.72 -0.33
F -0.6514 0.3990 -1.1304 -0.58 -0.06 -1.95
C -0.1074 0.0301 -0.0560 -0.78 -2.16 2.98
F -0.8430 -1.4200 0.2787 2.41 4.26 -0.67
F -0.4327 0.9396 0.8826 -0.56 -1.32 -0.04
```
Forces are in eV/Å.



Record 2
Formula: C3H4LiNdO3
Source: the OMol25 dataset
Level of theory: ωB97M-V with the def2-TZVPD basis set

Computed properties:
HOMO level (spin up / spin down) (eV): -21.43 / -21.44
Net charge: +3
Energy above the lowest of the compared OMol25 structures with the same formula, charge and spin (kcal per mole): 0.0
Frontier orbital gap (spin up / spin down) (hartree): 0.223 / 0.263
Multiplicity: 5
Calculated total energy (Ha): -910.2462

XYZ file:
```
12
Properties=species:S:1:pos:R:3:forces:R:3
O 1.2602 -0.3775 0.1091 -3.34 3.15 -2.96
Li 3.4399 -3.2247 0.6403 0.48 -0.16 0.17
C -4.4217 -0.2775 -0.6695 -0.30 0.07 0.22
C -4.1089 1.1045 -0.6728 -1.56 -0.63 0.00
Nd -0.5461 1.0384 -0.8332 0.54 -0.94 0.90
O 2.6918 -1.6678 1.1795 -1.54 0.64 -0.43
H -3.6279 -1.0131 -0.8029 -0.31 0.02 -0.06
O -2.9529 1.5039 -0.9369 3.58 -0.11 0.19
H -5.4499 -0.5972 -0.5068 0.20 -0.07 -0.04
H -4.9087 1.8356 -0.4808 0.32 0.00 -0.09
H 0.9202 -1.0953 1.9784 0.36 0.13 -0.18
C 1.6254 -1.0457 1.1209 1.56 -2.09 2.25
```
Forces are in eV/Å.



Record 3
Formula: C13H18Cl2HfN2O
Source: the OMol25 dataset
Level of theory: ωB97M-V with the def2-TZVPD basis set

Computed properties:
HOMO level (eV): -6.69
Net charge: 0
Energy above the lowest of the compared OMol25 structures with the same formula, charge and spin (kcal per mole): 0.0
Frontier orbital gap (hartree): 0.196
Calculated total energy (Ha): -1659.3784

XYZ file:
```
37
Properties=species:S:1:pos:R:3:forces:R:3
O 5.1523 1.9662 -0.7017 -1.21 0.58 -0.12
C -1.2696 -1.8709 1.1839 -1.28 -0.66 1.85
H -3.3544 -1.9444 0.6838 0.28 -0.21 0.12
C -2.3944 -3.7068 -0.1375 0.10 -0.14 0.33
C -0.1751 -2.6824 -0.8924 -0.20 -0.30 -0.45
N 4.0793 3.5876 -1.8947 -0.17 -0.18 0.48
H -2.8848 -3.1173 1.8981 0.24 0.15 -0.19
H 1.5615 2.8041 -2.2034 0.07 -0.23 0.42
H 0.6713 -1.3337 0.6138 -0.34 -0.41 0.11
H -1.9233 -4.5938 0.3089 -0.03 0.09 -0.10
H 1.3680 0.4164 2.1348 -0.01 0.24 -0.29
C -1.5459 -3.2317 -1.3182 -0.07 0.18 -0.12
H -0.5835 2.0490 -1.2007 0.37 -0.07 0.18
C 2.6937 1.3205 0.6621 0.07 0.09 0.07
C -2.2205 3.0385 1.4009 0.27 0.11 -0.18
H -2.0883 -2.4495 -1.8621 0.03 -0.04 0.10
C 1.4620 0.9521 1.1874 -0.69 0.31 -1.18
H -2.4810 3.6753 0.5368 -0.05 -0.14 0.36
Hf -1.7564 1.0888 1.2963 -0.69 0.95 0.65
H 3.5985 1.0364 1.2004 -0.17 0.28 -0.23
H -1.3960 -4.0590 -2.0185 -0.07 0.09 0.01
H -2.3041 3.5822 2.3574 0.10 -0.10 -0.39
C 1.5800 2.2922 -1.2359 -0.33 -0.10 0.05
H -3.3868 -4.0181 -0.4805 0.16 0.00 -0.02
H 0.5292 -3.5247 -0.7647 -0.12 0.31 0.09
Cl -1.7787 0.5724 3.5637 0.06 -0.28 1.13
C 4.1078 2.5274 -1.0178 1.13 -0.15 -0.42
H -1.1889 -1.4390 2.1979 0.12 0.05 -0.71
C 2.7677 2.0557 -0.5323 -0.61 -0.49 0.42
H 0.2465 -2.0692 -1.7068 -0.09 -0.13 0.26
H 3.2599 4.1782 -1.9694 0.31 -0.19 0.10
Cl -3.2027 0.3425 -0.3597 -0.73 -0.22 -1.20
C -2.5501 -2.6429 0.9627 -0.20 -0.08 -0.38
N 0.3025 1.2215 0.5127 1.68 0.94 -0.80
C -0.2396 -1.8984 0.3788 1.58 0.26 -0.85
C 0.3709 1.8584 -0.6990 0.57 -0.42 0.95
H 4.9730 4.0164 -2.0850 -0.08 -0.08 -0.06
```
Forces are in eV/Å.